[1]
Entry from OMol25: a 10-piece molecular cluster, C50H115N15O10 overall (ωB97M-V/def2-TZVPD).

Structure (XYZ):
```
190
Properties=species:S:1:pos:R:3:mulliken_charge:R:1
C -21.438 -40.961 -24.804 -1.847
C -20.469 -40.054 -23.928 2.127
C -21.310 -38.844 -23.614 -1.863
C -20.769 -37.804 -22.592 -0.283
C -20.531 -38.579 -21.264 0.246
C -19.766 -39.921 -21.415 2.004
N -20.155 -40.636 -22.626 0.360
O -19.532 -41.852 -22.709 -0.524
C -18.284 -39.546 -21.610 -1.596
C -19.852 -40.688 -20.104 -1.775
C -19.249 -39.554 -24.694 -1.834
H -22.080 -40.336 -25.425 0.392
H -22.003 -41.576 -24.104 0.414
H -20.987 -41.650 -25.519 0.349
H -21.312 -38.224 -24.510 0.595
H -22.378 -39.034 -23.512 0.379
H -21.510 -37.025 -22.412 0.075
H -19.812 -37.434 -22.959 0.092
H -21.484 -38.683 -20.745 0.211
H -19.981 -37.895 -20.618 -0.923
H -17.786 -39.145 -20.728 0.236
H -17.631 -40.362 -21.922 0.370
H -18.181 -38.792 -22.391 0.383
H -19.311 -40.236 -19.273 0.176
H -20.840 -40.848 -19.673 0.352
H -19.294 -41.615 -20.236 0.498
H -19.298 -39.539 -25.783 0.380
H -18.299 -40.049 -24.491 0.386
H -19.012 -38.532 -24.398 0.293
H -20.246 -42.491 -22.752 0.362
C -22.930 -34.007 -21.592 -2.194
C -22.841 -33.296 -20.190 2.024
C -24.189 -32.655 -19.993 -0.456
C -24.591 -32.070 -18.623 -0.303
C -24.362 -33.148 -17.551 -1.939
C -22.996 -33.872 -17.590 2.335
N -22.766 -34.313 -19.068 0.281
O -21.692 -35.133 -19.297 2.764
C -21.880 -33.035 -16.976 -0.574
C -23.100 -35.210 -16.818 -0.660
C -21.632 -32.239 -20.204 -1.009
H -23.648 -34.827 -21.585 0.133
H -21.966 -34.274 -22.025 0.185
H -23.365 -33.306 -22.305 0.538
H -24.396 -31.906 -20.758 -0.034
H -24.914 -33.368 -20.384 -0.142
H -25.656 -31.839 -18.594 0.551
H -23.986 -31.178 -18.461 -0.148
H -25.256 -33.758 -17.686 0.562
H -24.477 -32.647 -16.590 0.487
H -21.782 -33.281 -15.919 -0.075
H -20.990 -33.091 -17.603 -0.303
H -22.043 -31.958 -16.968 0.161
H -22.074 -35.537 -16.649 0.089
H -23.509 -35.221 -15.808 -0.371
H -23.556 -36.032 -17.370 -0.009
H -20.683 -32.744 -20.383 -0.181
H -21.662 -31.662 -19.280 -0.083
H -21.711 -31.621 -21.099 0.742
H -20.901 -34.618 -19.124 -0.877
C -23.175 -27.243 -18.563 -1.938
C -23.278 -27.610 -20.073 1.591
C -24.410 -28.607 -20.170 -0.156
C -25.013 -28.776 -21.551 -0.820
C -25.398 -27.447 -22.204 -1.706
C -24.292 -26.317 -22.150 1.660
N -23.633 -26.370 -20.807 0.435
O -22.812 -25.243 -20.566 -0.513
C -23.280 -26.673 -23.204 -1.701
C -25.047 -25.060 -22.474 -2.006
C -21.961 -28.313 -20.653 -1.105
H -24.132 -26.864 -18.203 0.538
H -22.558 -26.396 -18.263 0.387
H -22.982 -28.143 -17.979 0.289
H -24.093 -29.615 -19.905 -0.998
H -25.201 -28.322 -19.477 0.786
H -25.879 -29.439 -21.567 0.778
H -24.152 -29.274 -21.996 0.170
H -26.357 -27.132 -21.791 0.424
H -25.577 -27.742 -23.238 0.405
H -22.277 -26.249 -23.144 0.361
H -22.907 -27.692 -23.098 0.336
H -23.574 -26.618 -24.252 0.408
H -25.769 -24.787 -21.704 0.441
H -24.427 -24.163 -22.482 0.441
H -25.447 -25.065 -23.488 0.359
H -21.979 -28.643 -21.692 0.107
H -21.687 -29.179 -20.050 -0.030
H -21.141 -27.600 -20.574 0.505
H -23.313 -24.706 -19.949 0.328
C -21.196 -36.263 -10.148 -1.500
C -21.366 -34.848 -10.732 1.726
C -20.447 -34.702 -11.910 -1.736
C -20.780 -35.538 -13.149 -0.490
C -22.217 -35.144 -13.570 -0.387
C -23.319 -35.199 -12.461 1.397
N -22.756 -34.555 -11.192 0.268
O -23.683 -34.578 -10.177 -0.503
C -24.638 -34.393 -13.020 -1.866
C -23.807 -36.722 -12.257 -1.730
C -20.912 -33.767 -9.775 -1.909
H -21.559 -36.417 -9.132 0.328
H -20.128 -36.478 -10.116 0.391
H -21.590 -36.982 -10.866 0.327
H -20.190 -33.707 -12.273 0.415
H -19.440 -34.978 -11.599 0.606
H -20.755 -36.594 -12.877 0.350
H -20.039 -35.514 -13.948 -0.123
H -22.434 -35.918 -14.307 0.322
H -22.306 -34.193 -14.095 0.096
H -24.761 -34.615 -14.080 0.286
H -25.463 -34.806 -12.441 0.474
H -24.469 -33.343 -12.781 0.445
H -24.350 -36.906 -11.331 0.367
H -24.657 -37.002 -12.879 0.481
H -22.993 -37.434 -12.390 0.375
H -19.927 -34.020 -9.381 0.423
H -21.490 -33.595 -8.867 0.392
H -20.609 -32.860 -10.299 0.416
H -23.993 -33.671 -10.120 0.356
C -17.078 -33.401 -20.725 -1.875
C -17.236 -34.745 -19.928 1.961
C -15.824 -35.289 -19.645 -1.602
C -15.733 -36.446 -18.622 -0.558
C -16.383 -36.171 -17.315 -1.027
C -17.827 -35.637 -17.545 1.775
N -17.890 -34.532 -18.584 -0.487
O -19.087 -33.890 -18.636 1.266
C -18.717 -36.844 -17.884 -0.923
C -18.221 -35.120 -16.116 -1.824
C -17.901 -35.793 -20.794 -0.843
H -18.064 -33.013 -20.983 0.303
H -16.320 -33.454 -21.506 0.426
H -16.662 -32.762 -19.946 0.426
H -15.447 -35.615 -20.614 0.480
H -15.246 -34.419 -19.331 0.410
H -14.695 -36.775 -18.566 0.462
H -16.050 -37.324 -19.185 0.005
H -15.754 -35.458 -16.783 0.464
H -16.470 -37.123 -16.792 0.458
H -19.390 -37.064 -17.055 0.425
H -19.412 -36.469 -18.635 -0.531
H -18.182 -37.723 -18.242 0.211
H -19.273 -34.926 -15.907 -0.288
H -18.005 -35.914 -15.401 0.595
H -17.734 -34.168 -15.907 0.419
H -17.484 -35.704 -21.796 0.785
H -18.974 -35.600 -20.821 -0.658
H -17.765 -36.818 -20.447 -0.171
H -18.764 -33.005 -18.822 -0.677
C -24.010 -34.546 -25.889 0.640
O -24.241 -33.432 -25.378 -0.702
N -23.879 -35.599 -25.184 -0.215
N -23.836 -34.748 -27.153 -0.454
H -23.803 -36.492 -25.649 0.153
H -24.133 -35.553 -24.208 0.154
H -23.802 -35.690 -27.517 0.147
H -23.803 -33.900 -27.701 0.253
C -24.008 -38.257 -19.233 0.470
O -24.836 -39.056 -19.427 -0.724
N -24.047 -37.034 -19.558 0.345
N -22.836 -38.391 -18.581 -0.235
H -23.336 -36.382 -19.258 -1.024
H -24.940 -36.626 -19.798 0.142
H -22.655 -39.303 -18.186 0.193
H -22.221 -37.591 -18.621 0.085
C -26.571 -32.152 -22.971 0.813
O -27.379 -31.674 -22.195 -0.731
N -26.334 -33.409 -23.089 -0.077
N -25.979 -31.422 -23.888 -0.421
H -25.924 -33.786 -23.931 0.015
H -26.556 -34.101 -22.387 0.242
H -25.178 -31.623 -24.469 0.297
H -26.153 -30.443 -23.708 0.149
C -27.331 -35.723 -20.379 0.480
O -27.160 -35.383 -21.542 -0.803
N -27.514 -34.979 -19.243 -0.297
N -27.259 -36.990 -20.103 -0.347
H -27.785 -34.007 -19.268 0.268
H -27.777 -35.570 -18.468 0.160
H -27.286 -37.248 -19.127 0.145
H -27.457 -37.489 -20.959 0.186
C -18.523 -30.292 -18.588 0.659
O -18.676 -31.110 -19.463 -0.568
N -18.796 -28.995 -18.613 -0.483
N -18.122 -30.617 -17.351 -0.365
H -19.250 -28.649 -19.446 0.234
H -18.851 -28.441 -17.770 0.174
H -18.117 -31.577 -17.037 0.186
H -18.276 -29.822 -16.748 0.151
```

Output
energy above the lowest of the compared OMol25 structures with the same formula, charge and spin: 127.52 kcal/mol
structure (SMILES): CC1(C)CCCC(C)(C)N1O.CC1(C)CCCC(C)(C)N1O.CC1(C)CCCC(C)(C)N1O.CC1(C)CCCC(C)(C)N1O.CC1(C)CCCC(C)(C)N1O.NC(N)=O.NC(N)=O.NC(N)=O.NC(N)=O.NC(N)=O
HOMO level: -7.88 eV
max |F|: 7.454 eV Å⁻¹
lowest unoccupied orbital energy: 0.2 eV

---

[2]
Entry from OMol25: one molecule with the formula C6H11PS (ωB97M-V/def2-TZVPD).

Structure (XYZ):
```
19
Properties=species:S:1:pos:R:3:mulliken_charge:R:1
C 1.265 0.339 0.909 -0.378
C 0.199 0.956 0.458 0.273
C 1.250 -1.167 0.978 -0.615
C -0.106 -1.711 0.565 -0.781
C 0.089 2.428 0.199 -1.202
C -0.949 -0.590 -1.969 -1.086
P -1.052 -0.270 -0.159 0.339
S -2.875 0.018 0.430 -0.420
H 2.120 0.787 1.429 0.372
H 1.891 -1.431 0.185 0.250
H 1.771 -1.446 1.883 0.435
H 0.064 -2.651 0.171 0.530
H -0.722 -1.743 1.490 0.256
H -0.954 2.532 -0.324 0.305
H 0.940 2.759 -0.408 0.320
H -0.045 2.921 1.174 0.327
H -1.602 -1.410 -2.268 0.323
H -1.287 0.373 -2.300 0.326
H 0.003 -0.694 -2.444 0.424
```

Output
energy above the lowest of the compared OMol25 structures with the same formula, charge and spin: 0.00 kcal/mol
structure (SMILES): CC1=CCC[P@@]1(C)=S
HOMO level: -8.53 eV
max |F|: 4.450 eV Å⁻¹
lowest unoccupied orbital energy: 0.8 eV

---

[3]
Entry from OMol25: C4H4S2 as an isolated structure (ωB97M-V/def2-TZVPD).

Structure (XYZ):
```
10
Properties=species:S:1:pos:R:3:mulliken_charge:R:1
C -0.015 0.092 -0.240 0.359
C 0.173 -1.234 0.335 -0.077
C 0.224 0.633 -1.363 -0.809
C -0.599 0.647 1.034 -0.547
S 1.199 -3.177 -0.534 -0.298
S -0.504 -1.011 1.907 0.002
H 0.143 1.624 -1.560 0.350
H 0.805 0.112 -2.056 0.337
H 0.162 1.231 1.451 0.308
H -1.587 1.083 1.025 0.376
```

Output
energy above the lowest of the compared OMol25 structures with the same formula, charge and spin: 114.31 kcal/mol
HOMO level (spin up / spin down): -7.87 / -7.87 eV
max |F|: 5.557 eV Å⁻¹
lowest unoccupied orbital energy (spin up / spin down): -1.8 / -1.8 eV